Record 1
Entry from OMol25: C53H48N9O5P2SV as an isolated structure (ωB97M-V/def2-TZVPD).

Computed properties:
HOMO level (spin up / spin down), eV: -12.02 / -12.06
LUMO level (spin up / spin down), Eh: -0.2498 / -0.2682
Total charge: +2
HOMO-LUMO gap (spin up / spin down), eV: 5.23 / 4.76
2S+1: 3

Element x y z (Å)
V: 0.3562 -0.5243 0.0340
O: 1.7115 -6.7303 4.1931
C: 2.3661 -6.3624 3.0905
O: 3.4821 -6.7441 2.8787
C: 1.6823 -5.4147 2.1418
C: 0.4700 -4.7731 2.3885
C: -0.0112 -3.8240 1.5064
C: 0.7204 -3.4865 0.3662
C: 1.9038 -4.1783 0.0859
C: 2.3731 -5.1274 0.9656
N: 0.3474 -2.4227 -0.4583
C: 0.2796 -2.6678 -1.7501
C: 0.0500 -1.5286 -2.5430
C: -0.4285 -1.5866 -3.9522
C: -0.3077 -0.2895 -4.7682
C: -0.2103 0.9948 -3.9317
C: -0.2620 0.8136 -2.3960
N: 0.1153 -0.4304 -1.8267
H: 0.7978 -6.4243 4.2514
H: -0.1136 -4.9907 3.2729
H: -0.9590 -3.3363 1.6842
H: 2.4676 -3.9394 -0.8049
H: 3.2965 -5.6517 0.7698
H: 0.3503 -3.6763 -2.1470
H: -0.0552 -2.4785 -4.4527
H: 0.3004 -0.3375 -5.6660
H: 0.4621 1.7701 -4.2932
H: 0.2340 1.6226 -1.8523
C: -4.3071 1.4018 0.3999
N: -2.8892 1.0914 0.5959
P: -1.8717 2.4516 0.9646
C: -2.5210 3.8853 0.0097
C: -3.7116 4.5570 0.2767
C: -4.0718 5.6440 -0.5018
C: -3.2441 6.0883 -1.5217
C: -2.0380 5.4496 -1.7591
C: -1.6779 4.3516 -0.9979
C: -2.3868 2.8496 2.6654
C: -2.0018 4.1038 3.1401
C: -2.2461 4.4565 4.4519
C: -2.8764 3.5610 5.3041
C: -3.2742 2.3168 4.8357
C: -3.0172 1.9534 3.5248
P: -2.2783 -0.3671 -0.0703
C: -3.5967 -1.5738 0.3609
C: -4.7019 -1.7250 -0.4802
C: -5.6799 -2.6579 -0.1919
C: -5.5779 -3.4450 0.9435
C: -4.5039 -3.2773 1.8007
C: -3.5125 -2.3531 1.5132
C: -2.4586 -0.2586 -1.8898
C: -1.8242 0.9720 -2.4464
C: -1.7479 1.1418 -3.9709
C: -1.8437 -0.1461 -4.8066
C: -1.9996 -1.4511 -4.0110
C: -2.5376 -1.3743 -2.6251
H: -4.6299 2.0726 1.1951
H: -4.8968 0.4885 0.4619
H: -4.5009 1.8796 -0.5629
H: -4.3560 4.2526 1.0877
H: -5.0014 6.1549 -0.3038
H: -3.5329 6.9449 -2.1121
H: -1.3679 5.8082 -2.5253
H: -0.7241 3.8650 -1.1588
H: -1.5116 4.7971 2.4705
H: -1.9366 5.4261 4.8121
H: -3.0614 3.8353 6.3305
H: -3.7810 1.6285 5.4977
H: -3.3305 0.9843 3.1585
H: -4.8040 -1.1112 -1.3636
H: -6.5244 -2.7634 -0.8544
H: -6.3414 -4.1730 1.1620
H: -4.4409 -3.8676 2.7007
H: -2.6817 -2.2354 2.1962
H: -2.1721 1.8734 -1.9338
H: -2.2385 2.0223 -4.3744
H: -2.4005 -0.0782 -5.7344
H: -2.4593 -2.2572 -4.5785
H: -2.8733 -2.3101 -2.1956
N: -0.9772 -0.8364 3.0604
C: 0.3486 -1.0736 3.0411
N: 0.9573 -1.1833 4.2064
C: 2.2589 -1.4914 4.1851
N: 2.8946 -1.6347 5.3352
N: 2.9583 -1.6314 3.0416
C: 2.2942 -1.4378 1.9315
N: 0.9726 -1.2269 1.8529
C: 3.0310 -1.3331 0.6725
C: 4.3854 -1.6362 0.5770
C: 5.0514 -1.3437 -0.6027
C: 4.3441 -0.7229 -1.6207
C: 2.9935 -0.4602 -1.4416
N: 2.3424 -0.7799 -0.3324
H: -1.3530 -0.6031 3.9677
H: -1.3802 -0.3684 2.2561
H: 2.3995 -1.4983 6.2022
H: 3.8836 -1.8214 5.3354
H: 4.8827 -2.0733 1.4289
H: 6.1038 -1.5573 -0.7179
H: 4.8265 -0.4367 -2.5409
H: 2.4332 0.0531 -2.2152
C: 1.6991 5.8701 5.4423
C: 1.4056 4.9403 4.3127
C: 1.4723 5.3748 2.9907
C: 1.2920 4.4876 1.9436
C: 1.0354 3.1554 2.2151
C: 0.9029 2.7151 3.5219
C: 1.0754 3.6091 4.5616
S: 1.3051 1.9373 0.9558
O: 1.2472 2.5135 -0.3633
O: 2.5133 1.2449 1.3142
O: 0.1537 0.9242 1.0519
H: 2.3853 6.6528 5.1293
H: 2.1317 5.3306 6.2818
H: 0.7829 6.3487 5.7875
H: 1.7069 6.4059 2.7758
H: 1.3899 4.8023 0.9166
H: 0.7036 1.6692 3.7102
H: 1.0023 3.2684 5.5838

These are the Löwdin partial charges, in e, on atoms 1 to 99:
1. V 0.814
2. O 0.150
3. C -0.477
4. O 0.146
5. C -0.098
6. C 0.014
7. C 0.000
8. C -0.268
9. C 0.000
10. C 0.026
11. N 0.009
12. C 0.027
13. C -0.174
14. C -0.087
15. C -0.104
16. C -0.081
17. C -0.182
18. N -0.041
19. H 0.104
20. H 0.120
21. H 0.093
22. H 0.126
23. H 0.135
24. H 0.166
25. H 0.161
26. H 0.155
27. H 0.157
28. H 0.119
29. C -0.125
30. N -0.471
31. P 1.071
32. C -0.354
33. C -0.090
34. C -0.059
35. C -0.062
36. C -0.070
37. C -0.115
38. C -0.350
39. C -0.109
40. C -0.066
41. C -0.066
42. C -0.074
43. C -0.111
44. P 1.067
45. C -0.334
46. C -0.119
47. C -0.047
48. C -0.048
49. C -0.059
50. C -0.099
51. C -0.274
52. C -0.151
53. C -0.096
54. C -0.105
55. C -0.130
56. C -0.036
57. H 0.077
58. H 0.068
59. H 0.095
60. H 0.106
61. H 0.112
62. H 0.112
63. H 0.108
64. H 0.080
65. H 0.109
66. H 0.112
67. H 0.109
68. H 0.107
69. H 0.088
70. H 0.106
71. H 0.117
72. H 0.116
73. H 0.112
74. H 0.063
75. H 0.122
76. H 0.157
77. H 0.156
78. H 0.156
79. H 0.124
80. N 0.199
81. C -0.427
82. N 0.206
83. C -0.406
84. N 0.215
85. N 0.232
86. C -0.274
87. N 0.055
88. C -0.206
89. C 0.047
90. C 0.005
91. C 0.007
92. C -0.066
93. N 0.014
94. H 0.125
95. H 0.027
96. H 0.128
97. H 0.129
98. H 0.130
99. H 0.128

Record 2
Entry from OMol25: C53H49Br2CsN6O2P2Se2Te2 as an isolated structure (ωB97M-V/def2-TZVPD).

Computed properties:
HOMO level, eV: -0.51
LUMO level, Eh: 0.1127
Total charge: -2
ΔE to the lowest compared entry with this formula, charge and spin, kcal per mole: 0.0
HOMO-LUMO gap, eV: 3.57

Element x y z (Å)
Cs: 0.2021 0.1757 -0.1564
O: -1.8193 -6.6199 -1.9606
C: -1.3704 -5.3925 -1.5707
C: -2.0768 -4.2308 -1.8269
C: -1.5380 -3.0394 -1.3896
N: -0.3724 -2.9559 -0.7235
C: 0.2699 -4.0811 -0.5120
Br: 1.9295 -3.9267 0.4250
C: -0.1567 -5.3356 -0.9006
H: -2.6485 -6.4957 -2.4362
H: -3.0184 -4.2095 -2.3700
H: -2.0743 -2.1126 -1.6049
H: 0.4173 -6.2288 -0.6978
C: -1.3946 -0.0516 5.2855
C: -0.9217 1.3573 4.8867
P: -0.3246 1.5151 3.1226
C: 0.0698 3.3159 3.0748
C: 0.3420 4.1406 4.1651
C: 0.6209 5.4913 3.9829
C: 0.6307 6.0379 2.7020
C: 0.3500 5.2312 1.6089
C: 0.0621 3.8817 1.7990
C: 1.3590 0.7859 3.4211
C: 2.5056 1.5720 3.5562
C: 3.7331 0.9993 3.8711
C: 3.8447 -0.3743 4.0423
C: 2.7256 -1.1741 3.8664
C: 1.4979 -0.6015 3.5585
C: -2.5011 -0.6200 4.3796
P: -1.8997 -1.0212 2.6420
C: -3.2877 -0.3266 1.6581
C: -3.7888 0.9449 1.9402
C: -4.8524 1.4611 1.2115
C: -5.3898 0.7419 0.1545
C: -4.8677 -0.5040 -0.1698
C: -3.8325 -1.0385 0.5869
C: -2.3099 -2.8311 2.6057
C: -3.5929 -3.3596 2.7826
C: -3.8044 -4.7304 2.7680
C: -2.7317 -5.6027 2.5833
C: -1.4543 -5.0949 2.4179
C: -1.2505 -3.7145 2.4301
H: -1.7649 -0.0016 6.3125
H: -0.5406 -0.7329 5.2970
H: -0.1222 1.6761 5.5563
H: -1.7557 2.0591 4.9913
H: 0.3513 3.7348 5.1704
H: 0.8350 6.1171 4.8416
H: 0.8523 7.0900 2.5617
H: 0.3418 5.6411 0.6046
H: -0.1707 3.2593 0.9410
H: 2.4456 2.6437 3.4152
H: 4.6088 1.6314 3.9754
H: 4.8044 -0.8193 4.2814
H: 2.8060 -2.2525 3.9491
H: 0.6446 -1.2402 3.4025
H: -3.3240 0.0926 4.3143
H: -2.8937 -1.5414 4.8039
H: -3.3497 1.5446 2.7296
H: -5.2475 2.4380 1.4644
H: -6.1971 1.1562 -0.4379
H: -5.2370 -1.0574 -1.0279
H: -3.4435 -2.0135 0.3195
H: -4.4345 -2.6874 2.9109
H: -4.8083 -5.1231 2.8890
H: -2.8998 -6.6735 2.5605
H: -0.6123 -5.7615 2.2644
H: -0.2497 -3.3196 2.2855
Se: -4.3320 -1.9187 -3.5717
Te: -3.9953 0.5734 -3.7434
Te: -1.3012 0.9503 -3.3958
Se: -1.4096 3.3949 -3.9088
Br: 4.5252 4.2031 -6.5242
C: 5.3164 2.8000 -5.5205
C: 5.1416 2.7502 -4.1495
C: 5.7331 1.7255 -3.4181
C: 6.5337 0.7649 -4.0392
C: 6.6794 0.8353 -5.4198
C: 6.0731 1.8389 -6.1654
N: 7.3873 -0.1571 -3.3450
N: 7.1120 -0.5897 -2.1896
C: 5.8441 -0.6669 -1.6296
C: 5.8733 -0.6006 -0.2273
C: 4.7518 -0.4746 0.5529
C: 3.4366 -0.4948 -0.0198
O: 2.4069 -0.3310 0.6556
C: 3.3778 -0.7723 -1.4828
N: 2.1425 -0.9727 -1.9984
C: 2.0175 -1.2749 -3.2718
C: 3.1248 -1.4478 -4.1135
C: 4.3796 -1.2553 -3.6053
C: 4.5510 -0.8553 -2.2610
H: 4.5292 3.4929 -3.6538
H: 5.5843 1.6799 -2.3478
H: 7.2863 0.0821 -5.9088
H: 6.1921 1.8725 -7.2397
H: 6.8605 -0.5705 0.2234
H: 4.8194 -0.3576 1.6254
H: 1.0084 -1.4177 -3.6441
H: 2.9793 -1.7436 -5.1450
H: 5.2420 -1.4392 -4.2265
C: -3.6537 5.1513 0.3983
C: -3.0351 4.5462 -0.8654
C: -2.4599 3.2058 -0.6337
N: -2.0091 2.1616 -0.4727
H: -4.0330 6.1520 0.1782
H: -2.9188 5.2288 1.2036
H: -4.4857 4.5450 0.7543
H: -2.2325 5.1660 -1.2610
H: -3.7556 4.4468 -1.6748
C: 4.0254 5.1762 -0.2314
C: 4.1013 3.6973 0.1589
C: 2.8718 2.9740 -0.2129
N: 1.8926 2.4351 -0.4845
H: 4.9583 5.6792 0.0273
H: 3.2057 5.6671 0.2930
H: 3.8566 5.2839 -1.3027
H: 4.2364 3.5808 1.2337
H: 4.9401 3.2021 -0.3296

These are the Löwdin partial charges, in e, on atoms 1 to 99:
1. Cs 0.895
2. O 0.056
3. C -0.307
4. C -0.012
5. C -0.139
6. N 0.009
7. C -0.744
8. Br 0.771
9. C -0.062
10. H 0.108
11. H 0.055
12. H 0.060
13. H 0.109
14. C -0.303
15. C -0.354
16. P 0.998
17. C -0.374
18. C -0.104
19. C -0.097
20. C -0.101
21. C -0.085
22. C -0.112
23. C -0.348
24. C -0.084
25. C -0.096
26. C -0.115
27. C -0.077
28. C -0.123
29. C -0.327
30. P 1.002
31. C -0.384
32. C -0.138
33. C -0.106
34. C -0.092
35. C -0.111
36. C -0.094
37. C -0.365
38. C -0.100
39. C -0.088
40. C -0.096
41. C -0.089
42. C -0.114
43. H 0.098
44. H 0.087
45. H 0.070
46. H 0.082
47. H 0.093
48. H 0.093
49. H 0.095
50. H 0.110
51. H 0.049
52. H 0.091
53. H 0.098
54. H 0.100
55. H 0.105
56. H 0.044
57. H 0.067
58. H 0.071
59. H 0.079
60. H 0.085
61. H 0.100
62. H 0.016
63. H 0.091
64. H 0.111
65. H 0.096
66. H 0.095
67. H 0.100
68. H 0.055
69. Se -0.450
70. Te -0.037
71. Te -0.073
72. Se -0.452
73. Br 0.702
74. C -0.704
75. C -0.113
76. C -0.022
77. C -0.303
78. C -0.050
79. C -0.138
80. N 0.022
81. N 0.024
82. C -0.279
83. C -0.051
84. C -0.017
85. C -0.428
86. O -0.411
87. C -0.161
88. N 0.030
89. C -0.143
90. C -0.038
91. C -0.016
92. C -0.106
93. H 0.096
94. H 0.102
95. H 0.105
96. H 0.092
97. H 0.102
98. H 0.077
99. H 0.080

Calculated values (eV/A) of max |F| for the records, taken in order: 3.51; 3.28.